1.
C24H11Cl4IrN2O5S2 as an isolated structure at a distorted geometry. Source: the OMol25 dataset; level of theory: the ωB97M-V functional and the def2-TZVPD basis.

charge = -2
ΔE to the lowest compared entry with this formula, charge and spin = 44.5 kcal/mol
HOMO-LUMO gap = 6.027 eV
highest occupied orbital energy = -1.91 eV

Geometry (Å):
Ir 1.576 0.308 1.400
Cl -0.918 6.711 2.624
C 0.005 5.239 2.650
C 0.988 5.046 3.605
Cl 1.301 6.263 4.807
C 1.728 3.853 3.602
Cl 2.959 3.570 4.793
C 1.504 2.868 2.654
O 2.193 1.742 2.610
C 0.489 3.052 1.682
O 0.308 2.090 0.837
C -0.245 4.238 1.704
Cl -1.480 4.439 0.495
S -0.022 -0.667 2.649
C 0.882 -1.763 3.664
C 0.105 -2.557 4.574
N -0.550 -3.183 5.286
C 2.219 -1.866 3.592
S 3.177 -0.924 2.509
C 2.936 -2.791 4.436
N 3.537 -3.523 5.091
O 0.056 0.230 -0.667
C -0.114 -0.903 -1.453
C 1.011 -1.871 -0.908
O 1.062 -2.996 -1.401
O 1.803 -1.389 -0.031
C -1.495 -1.532 -1.262
C -1.817 -2.791 -1.771
C -3.071 -3.343 -1.562
C -4.043 -2.647 -0.856
C -3.731 -1.403 -0.335
C -2.469 -0.856 -0.532
C 0.204 -0.574 -2.920
C 0.387 0.753 -3.299
C 0.722 1.088 -4.606
C 0.891 0.099 -5.562
C 0.734 -1.230 -5.188
C 0.389 -1.563 -3.887
H -0.638 0.897 -0.728
H -1.062 -3.362 -2.286
H -3.286 -4.333 -1.950
H -5.023 -3.081 -0.694
H -4.466 -0.849 0.237
H -2.254 0.101 -0.074
H 0.293 1.541 -2.564
H 0.856 2.131 -4.870
H 1.163 0.357 -6.578
H 0.891 -2.019 -5.915
H 0.314 -2.601 -3.603

Atom charges from the Löwdin analysis, given in e for atoms 1 to 5: Ir 0.96; Cl 0.60; C -0.72; C -0.72; Cl 0.59

---

2.
C24H12BrCl3CuF4OPSbSe4 as an isolated structure at a distorted geometry. Source: the OMol25 dataset; level of theory: the ωB97M-V functional and the def2-TZVPD basis.

charge = -2
HOMO-LUMO gap (alpha / beta) = 5.574 / 4.867 eV
multiplicity = 2
highest occupied orbital energy (alpha / beta) = -1.92 / -1.88 eV

Geometry (Å):
Cu -0.327 -1.421 0.451
Cl 5.229 0.378 4.533
C 3.667 0.116 3.803
C 3.580 -0.112 2.441
C 2.340 -0.323 1.871
Cl 2.253 -0.568 0.154
C 1.126 -0.349 2.610
O -0.032 -0.571 2.107
C 1.296 -0.061 3.988
Cl -0.125 0.014 4.979
C 2.523 0.157 4.581
H 4.465 -0.126 1.821
H 2.577 0.354 5.643
F -4.201 5.784 0.456
C -3.792 4.521 0.298
C -4.636 3.473 0.601
F -5.883 3.736 1.012
C -4.212 2.166 0.445
F -5.128 1.225 0.677
C -2.935 1.844 -0.012
P -2.140 0.142 -0.029
C -2.851 -0.337 -1.659
C -4.205 -0.631 -1.809
C -4.699 -1.031 -3.041
C -3.849 -1.130 -4.133
C -2.509 -0.804 -3.998
C -2.012 -0.406 -2.767
C -3.136 -0.731 1.220
C -3.561 -2.044 1.040
C -4.168 -2.726 2.085
C -4.337 -2.110 3.314
C -3.873 -0.817 3.514
C -3.257 -0.140 2.479
C -2.116 2.939 -0.348
Br -0.393 2.658 -1.074
C -2.534 4.248 -0.201
F -1.742 5.273 -0.529
H -4.867 -0.572 -0.955
H -5.749 -1.281 -3.144
H -4.230 -1.481 -5.085
H -1.839 -0.893 -4.845
H -0.962 -0.169 -2.657
H -3.410 -2.549 0.092
H -4.471 -3.753 1.936
H -4.806 -2.650 4.129
H -3.975 -0.347 4.485
H -2.861 0.856 2.650
Se 0.750 -6.700 -1.673
Sb -0.326 -5.114 -0.094
Se -0.324 -2.847 -1.275
Se 1.083 -5.020 1.927
Se -2.614 -5.915 0.293

Atom charges from the Löwdin analysis, given in e for atoms 1 to 5: Cu -0.24; Cl 0.59; C -0.70; C -0.15; C -0.55

---

3.
C24H12Cl5EuN4O2 as an isolated structure at a distorted geometry. Source: the OMol25 dataset; level of theory: the ωB97M-V functional and the def2-TZVPD basis.

charge = -1
HOMO-LUMO gap (alpha / beta) = 5.556 / 6.707 eV
multiplicity = 8
highest occupied orbital energy (alpha / beta) = -3.22 / -4.38 eV

Geometry (Å):
Eu -0.474 0.296 0.257
O -1.422 1.197 -3.822
C -1.415 1.155 -2.581
N -1.548 0.131 -1.744
C -1.603 -1.229 -2.142
C -1.710 -1.647 -3.472
C -1.720 -2.996 -3.818
C -1.626 -3.959 -2.833
C -1.519 -3.579 -1.498
C -1.504 -2.235 -1.114
N -1.364 -1.799 0.228
C -1.006 -2.588 1.236
O -0.832 -3.816 1.285
C -0.787 -1.832 2.573
C -0.550 -2.591 3.714
C -0.341 -1.953 4.921
C -0.372 -0.566 4.966
C -0.606 0.111 3.786
N -0.806 -0.495 2.616
C -1.249 2.523 -1.869
C -1.256 3.669 -2.657
C -1.109 4.904 -2.057
C -0.955 4.972 -0.680
C -0.951 3.785 0.028
N -1.092 2.589 -0.542
H -1.775 -0.888 -4.235
H -1.796 -3.280 -4.862
H -1.626 -5.014 -3.089
H -1.435 -4.324 -0.724
H -0.534 -3.665 3.601
H -0.151 -2.527 5.820
H -0.211 -0.018 5.885
H -0.624 1.195 3.771
H -1.373 3.538 -3.723
H -1.110 5.808 -2.655
H -0.832 5.914 -0.162
H -0.816 3.788 1.103
Cl 1.741 2.452 2.235
C 2.671 1.342 1.174
C 1.957 0.527 0.345
C 2.695 -0.326 -0.432
Cl 1.772 -1.408 -1.476
C 4.081 -0.380 -0.424
Cl 4.949 -1.484 -1.446
C 4.770 0.477 0.433
Cl 6.505 0.453 0.488
C 4.059 1.353 1.253
Cl 4.902 2.422 2.339

Atom charges from the Löwdin analysis, given in e for atoms 1 to 5: Eu 1.50; O -0.02; C -0.50; N -0.07; C -0.24

---

4.
C24H13ClN4NbO11 as an isolated structure at a distorted geometry. Source: the OMol25 dataset; level of theory: the ωB97M-V functional and the def2-TZVPD basis.

charge = +1
ΔE to the lowest compared entry with this formula, charge and spin = 10.4 kcal/mol
HOMO-LUMO gap = 6.810 eV
highest occupied orbital energy = -12.98 eV

Geometry (Å):
Nb 0.210 1.220 1.312
O 1.013 -1.339 4.542
C 0.676 -1.031 3.427
O 0.731 0.196 2.911
C 0.255 -2.078 2.473
C 0.587 -3.429 2.793
C 0.090 -4.451 2.004
C -0.732 -4.134 0.911
C -1.132 -2.819 0.725
C -0.637 -1.699 1.398
O -0.714 -0.495 0.784
N -2.303 -2.644 -0.108
O -2.899 -1.539 -0.022
O -2.636 -3.490 -0.912
N 0.690 -5.737 2.186
O 0.629 -6.410 1.182
O 1.273 -5.929 3.240
H 1.308 -3.647 3.577
H -1.005 -4.866 0.149
O -2.836 6.026 -0.002
C -3.016 5.227 -1.071
O -3.828 5.369 -1.987
C -2.220 3.920 -1.015
C -2.200 2.898 -2.018
Cl -2.371 3.038 -3.721
N -1.511 1.860 -1.524
N -1.018 2.154 -0.228
C -1.456 3.397 0.070
C -0.933 3.972 1.314
O -1.051 5.120 1.703
O -0.168 3.054 1.981
C -1.211 0.649 -2.139
C 0.099 0.240 -2.397
C 0.263 -1.036 -2.953
C -0.803 -1.825 -3.346
C -2.110 -1.364 -3.135
C -2.283 -0.216 -2.445
H -2.096 5.644 0.587
H 0.932 0.895 -2.082
H 1.307 -1.432 -3.122
H -0.705 -2.756 -3.893
H -3.047 -1.850 -3.495
H -3.274 0.172 -2.118
C 4.823 0.885 0.430
C 3.996 -0.199 0.108
C 2.621 -0.061 0.085
C 2.029 1.188 0.396
C 2.852 2.276 0.579
C 4.302 2.145 0.721
H 5.946 0.793 0.470
H 4.357 -1.217 -0.046
H 1.972 -0.957 -0.041
H 2.367 3.258 0.794
H 4.866 3.049 0.969

Atom charges from the Löwdin analysis, given in e for atoms 1 to 5: Nb 2.07; O 0.17; C -0.51; O -0.17; C -0.03

---

5.
C24H14AuBrF4N2PSe as an isolated structure at a distorted geometry. Source: the OMol25 dataset; level of theory: the ωB97M-V functional and the def2-TZVPD basis.

charge = +1
ΔE to the lowest compared entry with this formula, charge and spin = 1.2 kcal/mol
HOMO-LUMO gap = 7.681 eV
highest occupied orbital energy = -11.95 eV

Geometry (Å):
Au 1.257 1.328 -0.447
F -5.994 3.424 -0.386
C -4.832 2.790 -0.395
C -4.783 1.399 -0.315
F -5.891 0.674 -0.228
C -3.542 0.774 -0.329
F -3.495 -0.554 -0.233
C -2.338 1.474 -0.427
P -0.817 0.450 -0.504
C -0.922 -0.593 0.969
C -1.513 -0.126 2.139
C -1.458 -0.896 3.286
C -0.804 -2.116 3.275
C -0.188 -2.568 2.116
C -0.231 -1.803 0.967
C -1.070 -0.582 -1.974
C -1.630 -1.857 -1.939
C -1.692 -2.604 -3.102
C -1.193 -2.096 -4.290
C -0.646 -0.822 -4.328
C -0.584 -0.065 -3.175
C -2.406 2.867 -0.495
Br -0.873 3.961 -0.598
C -3.641 3.511 -0.476
F -3.684 4.837 -0.532
H -2.017 0.831 2.152
H -1.928 -0.540 4.189
H -0.766 -2.711 4.173
H 0.323 -3.517 2.112
H 0.258 -2.145 0.064
H -2.013 -2.269 -1.018
H -2.124 -3.592 -3.071
H -1.226 -2.696 -5.185
H -0.254 -0.430 -5.254
H -0.151 0.928 -3.195
Se 4.461 2.553 -1.230
N 3.307 1.665 -0.193
C 3.996 0.928 0.690
C 3.467 0.094 1.688
C 4.332 -0.616 2.473
C 5.734 -0.521 2.314
C 6.287 0.291 1.367
C 5.424 1.040 0.537
N 5.816 1.862 -0.430
H 2.397 0.030 1.824
H 3.929 -1.269 3.232
H 6.365 -1.109 2.965
H 7.349 0.385 1.213

Atom charges from the Löwdin analysis, given in e for atoms 1 to 5: Au 0.67; F 0.16; C -0.11; C -0.12; F 0.15

---

6.
C24H14Co2LiO6 as an isolated structure at a distorted geometry. Source: the OMol25 dataset; level of theory: the ωB97M-V functional and the def2-TZVPD basis.

charge = +1
ΔE to the lowest compared entry with this formula, charge and spin = 61.1 kcal/mol
HOMO-LUMO gap = 2.878 eV
highest occupied orbital energy = -9.85 eV

Geometry (Å):
O 1.485 -4.619 -5.481
C 1.342 -3.781 -4.698
Co 1.175 -2.540 -3.462
C 0.153 -3.514 -2.397
O -0.482 -4.136 -1.661
C 2.502 -2.701 -2.296
O 3.290 -2.851 -1.461
C 0.010 -0.945 -2.966
C 0.388 -0.173 -1.883
C 0.042 -0.039 -0.576
C 1.024 0.209 0.478
C 0.846 -0.304 1.791
C 1.753 -0.008 2.802
C 2.883 0.768 2.524
C 3.079 1.268 1.241
C 2.132 1.058 0.248
Co 1.472 0.009 -3.334
C 2.078 -0.994 -4.778
O 2.542 -1.104 -5.845
C 3.144 0.053 -2.730
O 4.261 0.083 -2.432
C 1.436 1.684 -3.902
O 1.421 2.793 -4.229
H -1.010 -0.961 -3.356
H -0.982 -0.279 -0.292
H 0.019 -1.000 1.954
H 1.616 -0.443 3.792
H 3.640 0.927 3.297
H 4.004 1.798 0.987
H 2.276 1.459 -0.761
C -3.560 -0.523 3.564
Li 0.168 2.041 1.428
C -3.089 -1.475 2.620
C -2.560 -0.771 1.509
C -2.634 0.637 1.773
C -3.303 0.792 3.054
C -3.587 2.077 3.535
C -3.191 3.193 2.794
C -2.511 3.057 1.575
C -2.244 1.782 1.056
H -4.018 -0.723 4.530
H -3.141 -2.556 2.713
H -2.232 -1.248 0.591
H -4.106 2.179 4.485
H -3.438 4.190 3.159
H -2.236 3.952 1.007
H -1.860 1.681 0.035

Atom charges from the Löwdin analysis, given in e for atoms 1 to 5: O 0.15; C -0.12; Co 0.04; C -0.13; O 0.17

---

7.
C24H15Cl2N4O2PdS as an isolated structure. Source: the OMol25 dataset; level of theory: the ωB97M-V functional and the def2-TZVPD basis.

charge = +1
ΔE to the lowest compared entry with this formula, charge and spin = 0.9 kcal/mol
HOMO-LUMO gap (alpha / beta) = 7.566 / 5.788 eV
multiplicity = 5
highest occupied orbital energy (alpha / beta) = -10.56 / -11.38 eV

Geometry (Å):
Pd -0.106 0.190 0.078
Cl -6.774 -1.625 -0.517
C -5.327 -0.787 -0.129
C -4.131 -1.300 -0.523
C -2.931 -0.612 -0.196
N -1.705 -1.073 -0.418
C -1.326 -1.957 -1.448
O -1.457 -3.146 -1.455
C -0.655 -1.166 -2.550
C -0.746 -1.547 -3.871
C -0.229 -0.691 -4.836
C 0.365 0.493 -4.439
C 0.444 0.785 -3.085
N -0.060 -0.025 -2.160
C -3.005 0.688 0.429
C -4.256 1.152 0.885
C -5.388 0.435 0.623
Cl -6.899 1.025 1.176
N -1.892 1.443 0.395
C -1.283 2.173 1.413
O -0.741 3.238 1.272
C -1.059 1.318 2.639
C -1.349 1.670 3.938
C -1.024 0.766 4.941
C -0.411 -0.430 4.606
C -0.139 -0.696 3.275
N -0.467 0.157 2.306
H -4.086 -2.250 -1.037
H -1.219 -2.486 -4.123
H -0.296 -0.947 -5.885
H 0.763 1.193 -5.160
H 0.923 1.687 -2.727
H -4.327 2.105 1.391
H -1.807 2.626 4.151
H -1.238 1.000 5.976
H -0.147 -1.156 5.362
H 0.345 -1.614 2.967
S 2.322 0.103 0.279
C 3.983 0.011 -0.032
C 4.872 0.879 0.646
C 6.224 0.797 0.402
C 6.708 -0.120 -0.531
C 5.844 -0.975 -1.215
C 4.493 -0.928 -0.962
H 4.471 1.593 1.352
H 6.910 1.448 0.926
H 7.771 -0.170 -0.726
H 6.237 -1.679 -1.936
H 3.805 -1.593 -1.466

Atom charges from the Löwdin analysis, given in e for atoms 1 to 5: Pd 0.82; Cl 0.73; C -0.67; C -0.02; C -0.20

---

8.
C24H15Cl2N6O6V as an isolated structure at a distorted geometry. Source: the OMol25 dataset; level of theory: the ωB97M-V functional and the def2-TZVPD basis.

charge = +1
ΔE to the lowest compared entry with this formula, charge and spin = 8.5 kcal/mol
HOMO-LUMO gap (alpha / beta) = 6.255 / 6.547 eV
multiplicity = 2
highest occupied orbital energy (alpha / beta) = -10.91 / -10.90 eV

Geometry (Å):
V -0.694 -0.002 -0.612
Cl -1.810 -1.584 -7.061
C -1.683 -0.693 -5.590
C -1.579 -1.408 -4.401
C -1.473 -0.696 -3.221
N -1.355 -1.224 -1.908
C -1.751 -2.495 -1.564
O -2.164 -3.355 -2.299
C -1.637 -2.712 -0.080
C -1.920 -3.933 0.491
C -1.763 -4.067 1.862
C -1.313 -2.984 2.598
C -1.050 -1.792 1.948
N -1.228 -1.647 0.631
C -1.475 0.697 -3.220
C -1.581 1.410 -4.398
C -1.684 0.698 -5.588
Cl -1.813 1.591 -7.058
N -1.357 1.222 -1.905
C -1.757 2.491 -1.559
O -2.174 3.351 -2.292
C -1.640 2.708 -0.075
C -1.924 3.927 0.497
C -1.760 4.062 1.868
C -1.301 2.979 2.601
C -1.038 1.789 1.949
N -1.224 1.643 0.633
H -1.588 -2.485 -4.417
H -2.251 -4.738 -0.149
H -1.979 -5.009 2.348
H -1.159 -3.051 3.665
H -0.657 -0.945 2.485
H -1.593 2.487 -4.413
H -2.260 4.731 -0.141
H -1.977 5.002 2.355
H -1.141 3.048 3.667
H -0.637 0.944 2.484
C 2.198 0.013 4.417
C 2.670 0.008 3.007
N 1.914 0.004 1.932
C 2.792 0.000 0.870
C 4.092 0.002 1.319
N 3.986 0.007 2.674
C 5.483 -0.002 0.759
O 5.638 -0.020 -0.554
O 6.401 0.005 1.531
C 2.375 -0.003 -0.524
O 3.060 0.004 -1.503
O 0.996 -0.002 -0.646
H 1.110 0.014 4.431
H 2.552 0.896 4.949
H 2.550 -0.868 4.954
H 4.798 0.010 3.277
H 4.778 -0.030 -1.026

Atom charges from the Löwdin analysis, given in e for atoms 1 to 5: V 1.16; Cl 0.71; C -0.66; C -0.02; C -0.18

---

9.
C24H15Cl5GeOTl as an isolated structure at a distorted geometry. Source: the OMol25 dataset; level of theory: the ωB97M-V functional and the def2-TZVPD basis.

HOMO-LUMO gap (alpha / beta) = 7.369 / 5.531 eV
multiplicity = 2
highest occupied orbital energy (alpha / beta) = -7.60 / -7.76 eV

Geometry (Å):
Tl 1.703 -1.104 2.348
Cl 1.642 -7.354 -1.875
C 1.209 -5.998 -0.912
C 1.959 -4.826 -0.948
Cl 3.345 -4.728 -1.957
C 1.601 -3.751 -0.155
Cl 2.559 -2.307 -0.174
C 0.494 -3.771 0.734
O 0.207 -2.793 1.498
C -0.252 -4.982 0.724
Cl -1.608 -5.088 1.771
C 0.099 -6.060 -0.067
Cl -0.824 -7.506 -0.007
C 2.942 2.768 -2.993
C 2.488 1.464 -3.112
C 1.670 0.931 -2.135
C 1.283 1.692 -1.036
C 1.747 2.996 -0.922
C 2.565 3.534 -1.901
Ge 0.150 0.812 0.368
C -1.626 0.369 -0.425
C -1.935 0.630 -1.754
C -3.161 0.247 -2.270
C -4.077 -0.412 -1.468
C -3.775 -0.679 -0.142
C -2.551 -0.297 0.372
C -0.135 2.151 1.843
C -1.396 2.619 2.188
C -1.553 3.501 3.243
C -0.452 3.918 3.973
C 0.811 3.457 3.639
C 0.963 2.574 2.586
H 3.594 3.185 -3.746
H 2.784 0.860 -3.958
H 1.323 -0.091 -2.218
H 1.456 3.598 -0.072
H 2.918 4.551 -1.807
H -1.219 1.143 -2.382
H -3.395 0.453 -3.304
H -5.024 -0.729 -1.880
H -4.483 -1.202 0.484
H -2.298 -0.526 1.399
H -2.258 2.298 1.620
H -2.539 3.860 3.502
H -0.578 4.596 4.804
H 1.673 3.779 4.205
H 1.953 2.214 2.323

Atom charges from the Löwdin analysis, given in e for atoms 1 to 5: Tl 0.79; Cl 0.66; C -0.73; C -0.71; Cl 0.69